Molecular formula: C18H62N8O12
Method: DFT, ωB97M-V/def2-TZVPD

For the total energy, the calculation gives -56161.35519 eV. For the relative energy (zero: lowest compared OMol25 entry of this formula, charge and spin), the calculation gives 0.029 eV. For the HOMO energy, the calculation gives -0.344 Eh. The spin multiplicity is 1.

Each atom is followed by the atoms it is bonded to, with distances in Å.
CARTESIAN COORDINATES (ANGSTROEM)
1 C -2.91545 -1.07710 2.85257  O2 1.280, N3 1.379, N4 1.365
2 O -1.68944 -1.26771 2.53668  C1 1.280
3 N -3.71493 -2.14958 3.18589  C1 1.379, H5 1.033, H6 1.000
4 N -3.41615 0.18696 2.96800  C1 1.365, H7 1.014, H8 1.044
5 H -3.39366 -3.11949 3.03126  N3 1.033
6 H -4.64696 -1.90886 3.45500  N3 1.000
7 H -4.17516 0.25336 3.63736  N4 1.014
8 H -2.67651 0.91543 2.86139  N4 1.044
9 C 2.21590 -1.26867 2.42701  O10 1.231, N11 1.351, N12 1.361
10 O 3.18016 -0.55963 2.71282  C9 1.231
11 N 1.15414 -0.78453 1.74685  C9 1.351, H13 1.011, H14 1.025
12 N 2.21264 -2.58974 2.75289  C9 1.361, H15 0.990, H16 1.006
13 H 0.24369 -1.22381 1.76803  N11 1.011
14 H 1.12075 0.23988 1.71828  N11 1.025
15 H 3.07385 -2.95582 3.07645  N12 0.990
16 H 1.59118 -3.17085 2.21689  N12 1.006
17 C -1.51139 -4.89988 3.55952  O18 1.210, N19 1.399, N20 1.430
18 O -1.67193 -6.06241 3.85599  C17 1.210
19 N -0.67317 -3.99697 4.22260  C17 1.399, H21 1.031, H22 1.011
20 N -2.20774 -4.40928 2.41052  C17 1.430, H23 0.966, H24 1.020
21 H -0.60975 -2.97983 4.06669  N19 1.031
22 H 0.06437 -4.23978 4.86988  N19 1.011
23 H -2.61529 -5.05732 1.82165  N20 0.966
24 H -1.83010 -3.58621 1.94014  N20 1.020
25 C -1.65182 4.93852 0.15321  C26 1.477, H31 1.088, H32 1.111, H33 1.095
26 C -1.76581 3.56886 0.69492  C25 1.477, C27 1.511, N30 1.458, H34 1.102
27 C -1.37718 3.63314 2.15387  C26 1.511, O28 1.392, H35 1.084, H36 1.108
28 O -1.42292 2.32938 2.64087  C27 1.392, C29 1.423
29 C -0.42828 1.91268 3.56965  O28 1.423, H37 1.110, H38 1.152, H39 1.110
30 N -3.05685 3.00345 0.32164  C26 1.458, H40 1.004, H41 1.016
31 H -1.86661 4.86986 -0.91143  C25 1.088
32 H -0.62420 5.29089 0.38645  C25 1.111
33 H -2.48615 5.50307 0.58212  C25 1.095
34 H -1.05792 2.90079 0.17921  C26 1.102
35 H -2.09410 4.13693 2.79138  C27 1.084
36 H -0.39287 4.13024 2.26544  C27 1.108
37 H -0.65087 2.15037 4.63122  C29 1.110
38 H 0.57135 2.39270 3.25817  C29 1.152
39 H -0.20855 0.83226 3.44296  C29 1.110
40 H -3.71789 3.75750 0.26821  N30 1.004
41 H -3.52493 2.35100 0.94359  N30 1.016
42 C 1.25744 4.10420 -2.37029  C43 1.504, H48 1.081, H49 1.081, H50 1.115
43 C 2.54721 3.33203 -2.33355  C42 1.504, C44 1.584, N47 1.503, H51 1.080
44 C 2.65061 2.68407 -3.77561  C43 1.584, O45 1.405, H52 1.083, H53 1.098
45 O 1.82775 1.54613 -3.73370  C44 1.405, C46 1.428
46 C 1.89887 0.72263 -4.89771  O45 1.428, H54 1.123, H55 1.081, H56 1.125
47 N 3.77309 4.13690 -2.00394  C43 1.503, H57 1.007, H58 1.017
48 H 0.98590 4.43609 -1.37799  C42 1.081
49 H 0.42865 3.54151 -2.77561  C42 1.081
50 H 1.32984 4.97395 -3.06453  C42 1.115
51 H 2.45919 2.51466 -1.63317  C43 1.080
52 H 3.71078 2.49424 -3.88532  C44 1.083
53 H 2.37419 3.31764 -4.62809  C44 1.098
54 H 1.26855 1.19299 -5.69966  C46 1.123
55 H 1.41266 -0.18924 -4.58083  C46 1.081
56 H 2.92076 0.41595 -5.25461  C46 1.125
57 H 3.99146 4.12908 -1.02099  N47 1.007
58 H 3.66818 5.13226 -2.18674  N47 1.017
59 C 0.79643 -2.88636 -3.34487  O60 1.427, H61 1.130, H62 1.118, H63 1.093
60 O 1.20358 -2.54744 -2.01965  C59 1.427, H64 0.963
61 H 0.93439 -1.97963 -4.00556  C59 1.130
62 H 1.33188 -3.78038 -3.74885  C59 1.118
63 H -0.25698 -3.17523 -3.37862  C59 1.093
64 H 1.69367 -1.71829 -2.02982  O60 0.963
65 C -0.56176 0.07479 -0.73599  O66 1.404, H67 1.112, H68 1.098, H69 1.142
66 O -1.44357 -0.92877 -0.30386  C65 1.404, H70 0.944
67 H 0.50078 -0.03817 -0.42707  C65 1.112
68 H -0.67262 0.23884 -1.81611  C65 1.098
69 H -0.83197 1.07628 -0.25767  C65 1.142
70 H -1.66477 -0.80667 0.60610  O66 0.944
71 C 3.85242 2.67407 2.78495  O72 1.400, H73 1.098, H74 1.126, H75 1.078
72 O 3.70332 1.84893 1.66410  C71 1.400, H76 1.013
73 H 4.86470 3.09125 2.87357  C71 1.098
74 H 3.13266 3.50869 2.55359  C71 1.126
75 H 3.59929 2.26496 3.74916  C71 1.078
76 H 3.46002 0.91895 1.98424  O72 1.013
77 C -3.32740 0.64347 -2.86072  O78 1.404, H79 1.136, H80 1.081, H81 1.082
78 O -3.82126 1.06054 -1.61393  C77 1.404, H82 0.989
79 H -4.20088 0.47869 -3.56738  C77 1.136
80 H -2.60847 1.34828 -3.25541  C77 1.081
81 H -2.77378 -0.27004 -2.68784  C77 1.082
82 H -3.13702 1.57313 -1.11702  O78 0.989
83 C 0.32412 -5.35260 -0.30952  O84 1.463, H85 1.102, H86 1.113, H87 1.047
84 O 0.47321 -3.94662 0.06829  C83 1.463, H88 0.983
85 H -0.45334 -5.50050 -1.07589  C83 1.102
86 H 1.19014 -5.70552 -0.91218  C83 1.113
87 H 0.30191 -5.84729 0.61268  C83 1.047
88 H 0.77476 -3.40302 -0.69335  O84 0.983
89 C 4.05582 -0.35824 -1.39333  O90 1.431, H91 1.079, H92 1.097, H93 1.078
90 O 2.85743 -0.39797 -2.17359  C89 1.431, H94 0.974
91 H 4.49099 -1.34434 -1.35035  C89 1.079
92 H 4.82023 0.30615 -1.81397  C89 1.097
93 H 3.87873 -0.05554 -0.37385  C89 1.078
94 H 2.52156 0.48862 -2.39816  O90 0.974
95 C -3.37420 -3.92169 -1.48827  O96 1.410, H97 1.099, H98 1.122, H99 1.090
96 O -2.47416 -3.09995 -2.19806  C95 1.410, H100 0.971
97 H -3.41308 -4.87826 -2.02802  C95 1.099
98 H -3.07214 -4.15397 -0.43343  C95 1.122
99 H -4.36577 -3.47251 -1.43055  C95 1.090
100 H -2.16745 -2.50151 -1.49727  O96 0.971

Mulliken population analysis, charges in e, atoms 1 to 5:
1 C 0.40
2 O -0.29
3 N -0.31
4 N -0.37
5 H 0.32